A 3-piece molecular cluster, C15H24BrCl2FNO12P overall, computed with ωB97M-V/def2-TZVPD.

- E_HOMO (eV) = -9.683
- LUMO (eV) = -0.965
- SMILES string = CC[C@H](Br)[C@@]1(O)OC(=O)[C@](CCF)(P(O)Cl)[C@]1(Cl)ON=O.COC(=O)OC.COC(=O)OC
- gap between HOMO and LUMO (eV) = 8.718

Last column: Löwdin charge in e.
Element x y z (Å)
C  -3.427  -1.151  3.850  -0.11
C  -3.768  -0.447  2.526  -0.29
C  -2.831  -0.771  1.357  -0.58
Br  -2.942  -2.709  1.106  0.78
C  -1.375  -0.260  1.602  -0.56
O  -1.419  0.865  2.427  0.06
O  -0.614  -1.291  2.178  0.02
C  0.735  -0.961  2.028  -0.44
O  1.548  -1.427  2.784  0.11
C  0.918  0.034  0.873  -0.43
C  1.972  -0.513  -0.126  -0.18
C  2.059  -2.023  -0.270  -0.21
F  2.936  -2.578  0.645  -0.04
P  1.718  1.699  1.425  0.68
O  0.525  2.758  1.687  -0.34
Cl  2.422  1.332  3.337  0.32
C  -0.530  0.110  0.367  -0.65
Cl  -0.906  -1.081  -0.952  0.80
O  -0.972  1.362  -0.121  -0.17
N  -0.424  1.607  -1.454  0.01
O  0.161  2.600  -1.470  0.13
H  -2.363  -1.296  4.017  0.07
H  -3.948  -2.099  3.907  0.06
H  -3.824  -0.542  4.661  0.08
H  -3.840  0.626  2.676  0.11
H  -4.747  -0.787  2.196  0.10
H  -3.225  -0.259  0.484  0.08
H  -1.411  0.549  3.338  0.13
H  2.947  -0.190  0.242  0.08
H  1.836  -0.011  -1.081  0.11
H  1.109  -2.545  -0.202  0.09
H  2.461  -2.237  -1.261  0.13
H  0.306  2.863  2.620  0.05
C  -3.427  2.357  -1.162  -0.04
O  -4.806  1.984  -1.253  0.01
C  -5.449  2.508  -2.296  -0.63
O  -4.972  3.236  -3.124  0.13
O  -6.711  2.084  -2.261  0.01
C  -7.523  2.572  -3.330  -0.04
H  -3.039  1.878  -0.283  0.06
H  -2.881  2.015  -2.040  0.09
H  -3.331  3.437  -1.050  0.11
H  -7.133  2.240  -4.291  0.10
H  -7.582  3.658  -3.303  0.10
H  -8.514  2.155  -3.183  0.09
C  5.774  -1.702  0.463  -0.04
O  7.051  -1.562  -0.167  0.01
C  7.030  -1.776  -1.479  -0.63
O  6.061  -2.059  -2.133  0.12
O  8.268  -1.622  -1.946  0.01
C  8.392  -1.824  -3.355  -0.04
H  5.918  -1.500  1.521  0.10
H  5.069  -0.981  0.057  0.08
H  5.393  -2.711  0.343  0.09
H  7.785  -1.105  -3.901  0.10
H  8.106  -2.839  -3.624  0.10
H  9.439  -1.670  -3.599  0.09

C15H24ClF25K2MgO8P2S3 as an isolated structure, computed with ωB97M-V/def2-TZVPD.

- E_HOMO (eV) = -6.962
- LUMO (eV) = -5.584
- gap between HOMO and LUMO (eV) = 1.379

Last column: Löwdin charge in e.
Element x y z (Å)
C  3.184  1.722  -4.963  -0.11
C  2.793  0.373  -4.346  -0.29
C  1.345  -0.095  -4.599  -0.84
Cl  0.813  0.211  -6.267  0.68
S  0.087  0.472  -3.395  1.16
C  0.107  -0.754  -2.027  -0.30
C  1.505  -0.884  -1.384  -0.20
C  1.462  -1.430  0.072  -0.07
C  2.495  -2.496  0.339  -0.38
F  2.687  -3.406  -0.728  -0.13
F  2.086  -3.241  1.440  0.03
C  3.877  -1.916  0.693  -0.58
F  3.799  -1.586  1.929  0.20
F  4.828  -2.897  0.533  0.12
F  4.219  -0.900  -0.100  0.20
C  0.519  2.049  -2.621  -0.28
C  -0.425  3.151  -3.132  -0.10
C  0.103  3.962  -4.280  -0.63
F  0.414  3.207  -5.364  0.09
F  -0.851  4.822  -4.675  0.15
F  1.171  4.701  -3.964  0.16
H  2.749  2.586  -4.462  0.06
H  4.265  1.826  -4.837  0.09
H  2.974  1.805  -6.027  0.06
H  3.065  0.390  -3.290  0.10
H  3.431  -0.381  -4.819  0.12
H  1.347  -1.183  -4.512  0.07
H  -0.240  -1.684  -2.475  0.10
H  -0.581  -0.351  -1.279  0.11
H  2.039  0.066  -1.358  0.11
H  2.091  -1.525  -2.052  0.11
H  0.459  -1.729  0.390  0.12
H  1.740  -0.579  0.755  0.12
H  0.285  1.931  -1.547  0.10
H  1.577  2.304  -2.671  0.11
H  -1.374  2.688  -3.412  0.13
H  -0.674  3.833  -2.294  0.12
C  -1.592  -1.764  3.592  -0.20
O  -0.363  -1.093  3.415  -0.10
H  -2.346  -1.018  3.831  0.11
H  -1.887  -2.282  2.680  -0.11
H  -1.521  -2.485  4.419  0.10
H  0.343  -1.713  3.205  0.04
C  4.518  -4.945  4.814  -0.16
C  3.289  -4.081  4.651  -0.16
O  2.185  -4.992  4.787  -0.21
S  2.588  -6.161  5.818  0.60
O  2.069  -5.845  7.092  -0.20
O  2.336  -7.404  5.183  -0.23
O  4.170  -5.891  5.832  -0.18
H  4.741  -5.500  3.898  0.13
H  5.391  -4.370  5.108  0.14
H  3.254  -3.583  3.687  0.11
H  3.220  -3.335  5.444  0.15
C  0.296  5.551  1.395  -0.69
F  0.989  5.342  2.503  0.14
F  -0.479  6.603  1.590  0.14
F  1.169  5.855  0.415  0.11
S  -0.721  4.056  0.939  0.47
O  -1.593  3.851  2.063  -0.28
O  0.246  2.980  0.740  -0.34
O  -1.407  4.432  -0.286  -0.34
F  2.040  -0.259  2.518  -0.57
K  -2.351  -3.705  1.693  1.00
K  2.049  -5.496  -0.139  1.05
F  -7.321  -6.311  1.091  -0.21
P  -7.236  -4.729  1.540  0.35
F  -7.704  -4.598  -0.034  -0.21
F  -6.001  -5.230  2.538  -0.24
F  -8.234  -5.158  2.764  -0.19
F  -8.066  -3.331  1.762  -0.20
F  -5.988  -3.727  1.086  -0.25
F  -5.727  4.702  -0.715  -0.18
P  -4.820  5.976  -1.205  0.37
F  -4.164  5.681  0.244  -0.15
F  -6.269  6.427  -2.025  -0.40
F  -4.576  5.081  -2.592  -0.25
F  -3.344  6.479  -1.673  -0.16
F  -5.082  7.495  -0.700  -0.15
Mg  -7.218  5.975  -3.828  1.07
F  1.746  7.459  1.592  -0.24

C15H24F6N2O5S2SiSr as an isolated structure, computed with ωB97M-V/def2-TZVPD.

- net charge = -2
- E_HOMO (eV) = -2.143
- LUMO (eV) = 4.441
- gap between HOMO and LUMO (eV) = 6.583

Last column: Löwdin charge in e.
Element x y z (Å)
Sr  0.758  -2.434  0.666  1.33
F  -2.551  -0.610  -2.697  0.15
C  -2.681  -1.888  -3.006  -0.68
F  -3.981  -2.198  -3.049  0.13
F  -2.169  -2.094  -4.227  0.13
S  -1.794  -2.962  -1.793  0.59
O  -0.492  -2.295  -1.705  -0.40
O  -1.885  -4.281  -2.323  -0.26
N  -2.611  -2.880  -0.453  -0.29
S  -2.565  -1.722  0.617  0.53
O  -2.432  -2.266  1.936  -0.27
O  -1.710  -0.626  0.268  -0.31
C  -4.286  -1.066  0.554  -0.68
F  -5.172  -2.027  0.835  0.13
F  -4.571  -0.575  -0.647  0.14
F  -4.416  -0.100  1.459  0.14
C  1.290  0.821  0.271  -0.08
N  1.241  0.071  1.539  -0.36
C  0.283  0.730  2.430  -0.10
C  2.560  0.070  2.181  -0.21
C  3.638  -0.663  1.412  -0.30
C  4.937  -0.164  1.513  -0.09
C  5.998  -0.828  0.912  -0.14
C  5.741  -1.992  0.205  -0.15
C  4.433  -2.461  0.103  -0.18
C  3.324  -1.830  0.689  -0.20
H  1.573  1.870  0.426  0.09
H  0.296  0.850  -0.170  0.07
H  1.996  0.340  -0.405  0.08
H  0.605  1.752  2.671  0.09
H  0.186  0.156  3.355  0.08
H  -0.686  0.797  1.941  0.07
H  2.441  -0.407  3.163  0.12
H  2.873  1.110  2.372  0.12
H  5.123  0.756  2.062  0.09
H  7.006  -0.436  0.990  0.08
H  6.557  -2.528  -0.273  0.08
H  4.283  -3.377  -0.469  0.07
C  0.851  -4.855  1.681  -0.37
H  0.030  -5.342  2.227  -0.11
H  1.709  -4.847  2.376  -0.10
H  1.141  -5.578  0.897  -0.11
C  -2.075  5.724  -1.585  -0.22
Si  -1.388  4.017  -1.045  0.11
C  -1.058  3.132  -2.705  -0.20
C  -2.926  3.133  -0.349  -0.20
O  -0.154  4.082  -0.077  -0.46
H  -2.928  5.628  -2.267  0.00
H  -1.301  6.314  -2.087  0.00
H  -2.403  6.287  -0.705  0.00
H  -1.930  3.142  -3.369  0.00
H  -0.781  2.087  -2.529  0.00
H  -0.224  3.613  -3.224  0.01
H  -3.775  3.163  -1.041  0.01
H  -3.234  3.601  0.592  0.01
H  -2.693  2.086  -0.142  -0.01

An isolated ion of composition C15H24F7N2O4S and charge +1, computed with ωB97M-V/def2-TZVPD.

- net charge = +1
- E_HOMO (eV) = -11.878
- LUMO (eV) = -3.313
- SMILES string = CCOC[C@@]1(CON=O)[C@H](COC(F)(F)F)[NH2+][C@H](C(F)(F)C(F)F)[C@H]1CCCS
- gap between HOMO and LUMO (eV) = 8.565

Last column: Löwdin charge in e.
Element x y z (Å)
C  4.160  -1.386  -0.219  -0.04
C  2.784  -0.985  -0.699  -0.26
O  2.528  0.334  -0.240  -0.11
C  1.234  0.848  -0.327  -0.12
C  0.087  0.135  0.458  -0.25
C  0.539  -0.487  1.828  -0.11
O  1.842  -0.213  2.315  -0.07
N  2.007  1.163  2.619  -0.01
O  3.085  1.375  2.987  0.14
C  -1.025  1.181  0.698  -0.15
C  -0.840  2.295  1.723  -0.10
O  -0.244  3.366  1.003  0.04
C  0.057  4.471  1.745  -0.72
F  -1.045  5.005  2.281  0.18
F  0.880  4.171  2.751  0.18
F  0.632  5.348  0.945  0.21
N  -2.218  0.327  1.080  0.18
C  -2.117  -0.979  0.324  -0.10
C  -2.558  -2.104  1.255  -0.44
F  -3.851  -1.869  1.545  0.15
F  -1.894  -2.063  2.432  0.13
C  -2.415  -3.506  0.653  -0.32
F  -2.929  -4.384  1.503  0.15
F  -3.116  -3.519  -0.497  0.12
C  -0.713  -0.953  -0.340  -0.17
C  -0.972  -0.727  -1.849  -0.15
C  0.187  -0.920  -2.841  -0.26
C  0.436  0.275  -3.761  -0.55
S  -0.956  0.482  -4.924  0.74
H  4.908  -0.677  -0.578  0.09
H  4.408  -2.380  -0.599  0.09
H  4.193  -1.417  0.871  0.08
H  2.736  -1.018  -1.795  0.11
H  2.029  -1.682  -0.299  0.12
H  0.910  0.950  -1.369  0.11
H  1.327  1.861  0.069  0.13
H  0.550  -1.574  1.743  0.13
H  -0.173  -0.249  2.627  0.12
H  -1.287  1.658  -0.251  0.18
H  -1.814  2.610  2.122  0.15
H  -0.193  1.988  2.548  0.12
H  -2.219  0.160  2.093  0.18
H  -3.102  0.791  0.864  0.20
H  -2.883  -0.963  -0.454  0.17
H  -1.377  -3.775  0.435  0.18
H  -0.215  -1.921  -0.238  0.14
H  -1.451  0.248  -2.022  0.11
H  -1.745  -1.460  -2.102  0.12
H  1.110  -1.196  -2.328  0.07
H  -0.061  -1.772  -3.482  0.12
H  1.354  0.126  -4.330  0.08
H  0.543  1.210  -3.207  0.06
H  -1.115  1.800  -4.769  -0.14

C15H24N2O2 in the gas phase, computed with ωB97M-V/def2-TZVPD.

- E_HOMO (eV) = -8.098
- LUMO (eV) = 0.637
- SMILES string = CCCCCCCCC(=O)N/N=C(\C)c1ccco1
- gap between HOMO and LUMO (eV) = 8.736

Last column: Löwdin charge in e.
Element x y z (Å)
C  -7.186  -0.539  0.313  -0.12
C  -5.745  -0.193  -0.043  -0.28
C  -4.800  -1.359  0.244  -0.24
C  -3.361  -1.096  -0.200  -0.22
C  -2.681  0.014  0.601  -0.22
C  -1.177  0.107  0.344  -0.21
C  -0.835  0.530  -1.083  -0.20
C  0.668  0.739  -1.254  -0.12
C  1.137  1.984  -0.544  -0.47
O  0.488  2.996  -0.393  0.07
N  2.421  1.936  -0.064  0.06
N  3.197  0.851  -0.171  0.09
C  4.399  0.836  0.272  -0.25
C  5.082  2.002  0.940  -0.01
C  5.126  -0.402  0.104  -0.24
C  6.410  -0.767  0.443  -0.02
C  6.563  -2.107  0.033  -0.06
C  5.371  -2.464  -0.524  -0.11
O  4.504  -1.448  -0.485  0.06
H  -7.268  -0.791  1.368  0.07
H  -7.530  -1.391  -0.269  0.07
H  -7.844  0.303  0.110  0.07
H  -5.436  0.681  0.533  0.10
H  -5.685  0.066  -1.102  0.11
H  -4.815  -1.579  1.314  0.11
H  -5.171  -2.245  -0.279  0.11
H  -3.360  -0.840  -1.261  0.11
H  -2.786  -2.017  -0.078  0.11
H  -3.137  0.976  0.361  0.11
H  -2.841  -0.174  1.665  0.11
H  -0.710  -0.858  0.559  0.12
H  -0.753  0.842  1.032  0.11
H  -1.171  -0.232  -1.788  0.11
H  -1.347  1.466  -1.313  0.12
H  0.907  0.873  -2.313  0.13
H  1.236  -0.116  -0.888  0.10
H  2.756  2.783  0.396  0.15
H  5.097  2.862  0.271  0.09
H  6.102  1.754  1.207  0.07
H  4.545  2.281  1.848  0.09
H  7.157  -0.167  0.922  0.10
H  7.437  -2.716  0.138  0.10
H  5.035  -3.382  -0.964  0.12

A 2-piece molecular cluster, C15H24N2O5 overall, computed with ωB97M-V/def2-TZVPD.

- E_HOMO (eV) = -8.717
- LUMO (eV) = 0.531
- SMILES string = N[C@@H](Cc1ccc(O)cc1)C(=O)O.CC[C@H](C)[C@H](N)C(=O)O
- gap between HOMO and LUMO (eV) = 9.248

Last column: Löwdin charge in e.
Element x y z (Å)
N  -3.450  -3.373  0.957  0.05
C  -3.786  -2.118  0.311  -0.32
C  -2.711  -1.064  0.653  -0.11
C  -3.100  0.368  0.360  -0.26
C  -2.513  1.092  -0.684  -0.03
C  -2.873  2.406  -0.951  0.00
C  -3.843  3.029  -0.166  -0.33
O  -4.161  4.316  -0.467  0.05
C  -4.446  2.327  0.878  -0.02
C  -4.071  1.012  1.131  -0.04
C  -3.968  -2.277  -1.208  -0.48
O  -3.748  -3.310  -1.786  0.11
O  -4.401  -1.195  -1.883  0.12
H  -4.176  -4.052  0.745  0.08
H  -2.619  -3.747  0.503  0.08
H  -4.746  -1.770  0.724  0.15
H  -1.784  -1.316  0.122  0.11
H  -2.505  -1.187  1.723  0.13
H  -1.757  0.615  -1.305  0.13
H  -2.415  2.963  -1.762  0.12
H  -4.838  4.632  0.148  0.11
H  -5.200  2.809  1.496  0.11
H  -4.539  0.481  1.959  0.12
H  -4.454  -0.427  -1.292  0.09
C  6.142  1.056  -1.265  -0.11
C  4.676  1.082  -0.837  -0.23
C  4.320  0.007  0.200  -0.34
C  4.529  -1.411  -0.336  -0.05
C  2.897  0.204  0.764  -0.27
N  2.636  -0.481  2.038  0.05
C  1.780  -0.180  -0.228  -0.49
O  1.851  -0.005  -1.420  0.10
O  0.696  -0.693  0.356  0.10
H  6.813  1.111  -0.398  0.08
H  6.370  1.907  -1.915  0.07
H  6.389  0.146  -1.822  0.07
H  4.022  0.967  -1.706  0.11
H  4.449  2.067  -0.405  0.11
H  4.992  0.152  1.062  0.14
H  5.582  -1.591  -0.574  0.08
H  4.238  -2.175  0.396  0.08
H  3.942  -1.564  -1.247  0.09
H  2.749  1.276  0.950  0.16
H  3.013  0.049  2.818  0.09
H  3.092  -1.390  2.052  0.09
H  0.925  -0.750  1.311  0.09